# 1
10
Properties=species:S:1:pos:R:3:forces:R:3:mulliken_charge:R:1 method="wB97M-V/def2-TZVPD" homo_ev=-14.799 lumo_energy_ev=-5.605 charge=+1
C 0.3823 -1.4971 1.6475 0.293 -0.329 -1.245 0.2858
C -0.2200 -0.3016 -0.5160 -1.040 -1.064 -0.705 0.0498
C 0.2189 1.1840 -0.6395 -0.903 0.698 2.207 0.3789
N 0.2542 -1.0970 0.5713 1.724 -0.229 3.599 0.0094
Cl -1.9496 -0.4292 -0.0069 -0.605 0.015 -1.193 -0.0017
Cl 0.1297 -1.1359 -1.9819 0.177 -0.556 -0.441 -0.0245
Cl 1.8990 1.6413 -0.7262 -0.078 -0.862 -0.488 -0.0343
Cl -0.4093 1.8618 0.8932 0.487 0.851 0.766 -0.0692
Cl -0.7959 1.7944 -1.8791 0.023 0.691 -1.244 -0.0146
H 0.4908 -2.0207 2.6376 -0.078 0.784 -1.255 0.4204

=====

# 2
11
Properties=species:S:1:pos:R:3:forces:R:3:mulliken_charge:R:1 method="wB97M-V/def2-TZVPD" homo_ev=-11.329 lumo_energy_ev=-0.609 charge=0
C -0.6623 0.9237 -0.2483 0.299 0.470 0.385 -0.0134
C 0.4526 -0.1176 -0.1163 -0.130 0.060 -0.522 0.7491
C -0.0630 -1.4554 0.3494 -0.358 -0.607 -0.467 0.6968
H -1.3527 0.6665 -1.0327 -0.279 -0.294 -0.232 0.3148
N -0.8416 -2.3049 -0.5191 1.424 -0.087 0.464 -0.2979
N 0.3339 -2.6742 -0.2930 -1.201 0.416 -0.124 -0.3158
F -1.3125 0.9835 0.9466 -0.075 0.013 -0.091 -0.2228
F 1.3944 0.2982 0.7336 0.295 0.163 0.188 -0.2564
F 1.0062 -0.2909 -1.3474 -0.042 0.036 0.197 -0.2788
F -0.3417 -1.5087 1.6561 0.031 -0.048 0.161 -0.2348
Cl -0.0103 2.5143 -0.6524 0.036 -0.121 0.041 -0.1407

=====

# 3
7
Properties=species:S:1:pos:R:3:forces:R:3:mulliken_charge:R:1 method="wB97M-V/def2-TZVPD" homo_ev="-9.925 / -10.053" lumo_energy_ev="-3.193 / -3.147" charge=0
C -2.6937 -0.4995 -0.1507 -1.075 -1.441 0.671 0.4079
C -0.2646 0.2886 0.3043 -1.638 0.407 -1.242 -0.3466
C -1.9848 0.2694 -0.9995 2.048 1.710 0.761 -0.0943
N -3.4126 -1.1931 0.4641 0.541 0.504 -0.276 -0.3168
P -0.8119 1.5574 -0.8890 -0.425 -0.952 0.436 0.2986
Cl 0.0209 1.5600 -2.7565 0.220 -0.022 -0.427 -0.2088
H 0.0061 -0.6764 -0.1413 0.328 -0.206 0.077 0.2599

=====

# 4
8
Properties=species:S:1:pos:R:3:forces:R:3:mulliken_charge:R:1 method="wB97M-V/def2-TZVPD" homo_ev="-8.685 / -7.855" lumo_energy_ev="-1.588 / -2.558" charge=0
C -1.0936 0.6379 0.1957 -0.724 0.459 -0.123 -0.4023
C -0.2017 1.7023 0.0339 0.525 -0.365 -0.419 0.3260
C -3.6177 0.1007 -0.0076 -0.457 -0.471 0.506 0.4148
S -4.1947 -0.7314 1.1366 -0.845 -0.441 0.891 -0.2427
S -2.4453 0.5827 -0.9533 1.799 0.759 -0.972 0.0341
S -0.3160 2.6558 -1.2727 0.038 1.137 -0.951 -0.3308
Cl 1.2511 1.9305 1.0203 -0.779 -0.641 0.363 -0.1634
H -1.3385 0.0984 1.0779 0.444 -0.436 0.706 0.3643

=====

# 5
10
Properties=species:S:1:pos:R:3:forces:R:3:mulliken_charge:R:1 method="wB97M-V/def2-TZVPD" homo_ev="-8.319 / -8.318" lumo_energy_ev="-3.548 / -3.548" charge=+1
O 1.5848 -0.6956 0.8364 0.291 -1.046 0.982 -0.6618
C 1.7254 0.4878 0.6181 -3.775 1.473 -3.436 0.8227
O 2.8079 1.0063 0.1240 1.042 2.155 -1.285 -0.4738
Li 2.1800 -2.3420 0.2628 -0.331 0.614 0.213 0.9362
O 0.6781 1.3744 0.2777 1.899 -0.457 1.429 -0.3964
H 2.4842 1.7486 -0.5284 0.924 -1.626 2.017 0.4356
C -0.4379 0.8977 -0.3212 -0.390 0.422 -0.713 -0.7229
C -1.5333 0.3221 -0.3335 1.263 -3.213 1.386 0.7875
O -2.2471 -0.6970 -0.3327 -1.148 1.576 -0.602 -0.7231
Cs -7.2419 -2.1022 -0.6033 0.226 0.102 0.009 0.9961

=====

# 6
8
Properties=species:S:1:pos:R:3:forces:R:3:mulliken_charge:R:1 method="wB97M-V/def2-TZVPD" homo_ev=-9.447 lumo_energy_ev=0.338 charge=0
C 0.9239 0.9212 0.7991 1.962 1.317 1.752 0.4468
C -1.8980 -1.3622 -1.9821 -1.856 -1.109 -0.701 0.1716
C 0.3761 -0.2870 0.7972 2.004 0.042 -2.836 0.1675
N 1.7713 1.8142 1.1419 -2.684 -0.734 -2.112 -0.4830
O -2.8190 -1.9413 -2.3345 1.833 1.126 0.697 -0.1817
F -0.7542 -0.6672 1.2642 -1.150 -0.346 0.721 -0.1931
F 0.8249 -1.1376 -0.2056 -0.610 0.705 1.474 -0.2123
H 1.5751 2.6599 0.5199 0.501 -1.002 1.005 0.2842

=====

# 7
9
Properties=species:S:1:pos:R:3:forces:R:3:mulliken_charge:R:1 method="wB97M-V/def2-TZVPD" homo_ev=-9.654 lumo_energy_ev=-1.490 charge=0
C 0.1726 0.4914 -0.1131 -1.919 -1.676 1.785 0.5668
C 1.1172 -0.5796 -0.0567 -2.004 0.663 -0.897 0.3747
C -1.0035 -0.2566 0.1382 -1.907 2.733 -3.812 0.1714
H -0.5119 2.2375 0.7970 4.185 -1.397 -4.124 0.4348
N 0.5606 -1.7590 -0.1019 0.438 -0.174 0.666 -0.3466
O 0.4309 1.8035 -0.1320 -4.235 2.265 4.138 -0.6391
O -0.7973 -1.5073 0.0282 1.319 -2.859 0.296 -0.0714
F 2.3731 -0.3671 -0.2185 1.582 -0.340 0.030 -0.2298
F -2.3417 -0.0629 -0.3412 2.541 0.786 1.919 -0.2609

=====

# 8
12
Properties=species:S:1:pos:R:3:forces:R:3:mulliken_charge:R:1 method="wB97M-V/def2-TZVPD" homo_ev="-9.655 / -12.058" lumo_energy_ev="0.079 / -5.150" spin_multiplicity=3 charge=0
C -0.4597 -1.7191 1.2020 0.073 5.238 -1.342 0.1664
C -0.1578 0.4359 -0.0666 0.506 0.164 -1.210 -0.1208
C 1.2918 0.8558 0.1132 0.699 -1.005 -0.849 0.8583
N -0.5139 -2.7677 1.5684 -0.264 -6.047 2.059 -0.1467
N -0.6664 -0.4440 -1.1634 1.212 2.201 1.584 1.0741
O 0.0718 -1.1481 -1.7644 1.439 -1.260 -0.750 -0.5296
O -1.8380 -0.3197 -1.3439 -2.579 0.053 -0.100 -0.6373
O -1.0049 1.2321 0.5097 -2.548 0.104 0.997 -0.4096
F 1.6417 0.9280 1.4331 -0.510 0.139 -1.516 -0.2180
F 2.0834 -0.0449 -0.5105 -0.205 0.295 0.916 -0.2274
F 1.5556 2.0225 -0.5080 -0.330 -0.002 0.868 -0.2381
H -2.0036 0.9692 0.5304 2.507 0.118 -0.657 0.4286

=====

# 9
8
Properties=species:S:1:pos:R:3:forces:R:3:mulliken_charge:R:1 method="wB97M-V/def2-TZVPD" homo_ev="-21.733 / -19.284" lumo_energy_ev="-12.430 / -14.465" spin_multiplicity=3 charge=+2
O -1.3981 -0.5222 1.8447 -0.051 -0.209 -0.370 0.0079
C -1.4661 -0.0834 2.8914 -0.104 0.263 0.740 0.1640
Ni -1.2853 -1.2470 0.0103 -1.636 -1.141 0.046 1.0128
F 0.2992 -0.2419 -0.2783 3.089 1.105 -1.681 0.0410
H 2.6651 1.0601 -0.2732 0.825 0.291 -1.338 0.3339
O 1.3381 1.8570 -1.7064 1.623 -1.786 -0.072 -0.0874
C 2.0455 1.0048 -1.2172 -1.418 2.877 2.458 0.2421
C 1.2006 -0.2158 -1.3044 -2.327 -1.401 0.217 0.2857

=====

# 10
8
Properties=species:S:1:pos:R:3:forces:R:3:mulliken_charge:R:1 method="wB97M-V/def2-TZVPD" homo_ev=-14.371 lumo_energy_ev=-3.998 charge=+1
H 3.2025 -1.9853 -0.1350 0.198 0.686 -0.747 0.3599
C 3.5686 -0.9794 -0.3529 -0.167 -0.643 1.274 -0.6109
C 4.1863 -0.0380 0.0858 -0.192 -0.114 -0.412 0.4440
F 4.8321 1.0058 0.3921 0.044 0.095 -0.075 -0.1724
O -5.1707 -0.5157 0.1232 0.271 0.095 -0.098 -0.3133
C -4.0401 -0.2962 0.1214 -0.606 -0.195 0.190 0.7220
O -2.8958 -0.0858 0.1465 0.500 0.127 -0.095 -0.3996
Rb 0.3416 0.4524 0.1206 -0.047 -0.051 -0.036 0.9702

=====

# 11
7
Properties=species:S:1:pos:R:3:forces:R:3:mulliken_charge:R:1 method="wB97M-V/def2-TZVPD" homo_ev="-27.251 / -28.813" lumo_energy_ev="-20.625 / -20.622" spin_multiplicity=2 charge=+3
C -1.6139 -0.3293 -0.1184 -1.084 0.002 0.597 0.4190
H -2.6692 -0.1081 -0.2310 -0.673 0.247 -0.507 0.4674
C -0.5679 -0.9371 0.3144 0.120 2.772 -0.842 0.0409
O -0.3678 1.0339 -0.2572 -0.678 -4.088 1.384 0.0505
C 0.4444 0.1228 0.2459 -0.267 1.160 -0.903 0.9091
Ga 3.1257 0.0100 -0.3040 7.755 -0.704 -2.807 1.1490
O 1.6487 0.2078 0.3504 -5.173 0.610 3.078 -0.0360

=====

# 12
8
Properties=species:S:1:pos:R:3:forces:R:3:mulliken_charge:R:1 method="wB97M-V/def2-TZVPD" homo_ev=-9.127 lumo_energy_ev=-1.096 charge=0
C -1.9054 0.0956 -0.1401 3.513 2.586 -0.096 -0.0637
C -3.0778 -0.1403 -0.2947 -0.856 -0.415 0.513 -0.2737
C -0.2686 1.2660 -0.0468 -4.266 -1.212 -1.597 -0.2169
O 0.7251 0.6085 0.4640 -0.187 1.654 2.386 -0.3354
I -4.9866 -0.6613 0.0567 0.303 0.071 -0.273 0.2019
I -0.9406 2.8672 1.1582 0.182 -0.169 0.009 0.1937
I -0.0751 1.9006 -2.1906 0.066 -0.426 1.111 0.1241
H 1.0949 0.0270 -0.1378 1.245 -2.089 -2.053 0.3700

=====

ΔE to the lowest compared entry with this formula, charge and spin for every record listed, in sequence, given in kcal/mol: 0.0 0.3 101.6 56.7 0.0 40.9 72.8 12.2 1.0 0.0 34.2 54.7.